1.
{
  "formula": "C5H10NO2",
  "method": "ωB97M-V with the def2-TZVPD basis set",
  "total_energy_ha": -401.6071,
  "e_homo_ev": -2.671,
  "multiplicity": 1,
  "lumo_energy_ha": 0.122,
  "e_above_lowest_kcal_mol": 137.9,
  "charge": -1,
  "orbital_gap_ev": 6.0,
  "symbols": ["O", "C", "C", "C", "C", "N", "C", "O", "H", "H", "H", "H", "H", "H", "H", "H", "H", "H"],
  "positions_angstrom": [[2.17650, 0.57073, 1.27761], [1.86624, 0.82214, 0.02055], [0.37896, 0.43068, -0.25987], [0.11440, -1.00738, 0.29001], [-0.30979, -1.02535, 1.74287], [-0.05284, 0.60670, -1.69269], [-1.28776, 0.67226, -1.88290], [-2.40883, -0.21043, -1.56312], [1.93170, 1.86540, -0.37609], [-0.19332, 1.07132, 0.42982], [-0.69761, -1.44710, -0.29454], [1.03893, -1.55493, 0.09834], [-1.24960, -0.50575, 1.97118], [-0.39341, -2.01806, 2.19572], [0.43240, -0.46680, 2.31767], [2.43680, 0.19252, -0.71158], [-2.16910, 0.60654, -0.92171], [-1.61368, 1.39750, -2.64129]],
  "forces_ev_per_angstrom": [[0.28, 0.48, 0.62], [-0.72, -0.62, -0.91], [0.27, -2.07, 1.01], [-0.35, 0.34, -0.75], [0.50, 0.40, 1.07], [-0.43, 1.66, 2.57], [2.04, -0.78, -5.80], [1.69, 2.98, 2.16], [0.30, 0.23, 0.18], [-0.30, 0.39, -0.62], [0.20, -0.15, -0.16], [-0.06, -0.29, 0.31], [-0.16, -0.08, -0.54], [0.02, -0.15, -0.28], [0.18, -0.13, -0.05], [0.14, 0.03, -0.33], [-3.17, -1.91, 1.80], [-0.44, -0.32, -0.27]]
}



2.
{
  "formula": "C20H60O20",
  "method": "ωB97M-V with the def2-TZVPD basis set",
  "total_energy_ha": -2302.5622,
  "smiles": "OCCO.OCCO.OCCO.OCCO.OCCO.OCCO.OCCO.OCCO.OCCO.OCCO",
  "e_homo_ev": -9.402,
  "multiplicity": 1,
  "lumo_energy_ha": 0.002,
  "e_above_lowest_kcal_mol": 79.3,
  "orbital_gap_ev": 9.4,
  "symbols": ["O", "C", "C", "O", "H", "H", "H", "H", "H", "H", "O", "C", "C", "O", "H", "H", "H", "H", "H", "H", "O", "C", "C", "O", "H", "H", "H", "H", "H", "H", "O", "C", "C", "O", "H", "H", "H", "H", "H", "H", "O", "C", "C", "O", "H", "H", "H", "H", "H", "H", "O", "C", "C", "O", "H", "H", "H", "H", "H", "H", "O", "C", "C", "O", "H", "H", "H", "H", "H", "H", "O", "C", "C", "O", "H", "H", "H", "H", "H", "H", "O", "C", "C", "O", "H", "H", "H", "H", "H", "H", "O", "C", "C", "O", "H", "H", "H", "H", "H", "H"],
  "positions_angstrom": [[-3.56483, -0.56017, 5.15647], [-4.82022, -0.53025, 5.70072], [-5.68292, -1.74938, 5.38105], [-5.24762, -2.98029, 5.95734], [-3.54665, -0.20116, 4.26632], [-4.72136, -0.51901, 6.78617], [-5.36022, 0.34950, 5.35064], [-5.83832, -1.84196, 4.30616], [-6.71998, -1.63431, 5.69627], [-4.54167, -3.36507, 5.43278], [3.43063, -0.29254, 2.69856], [3.16223, 0.94644, 3.21525], [3.75999, 2.03497, 2.32359], [3.07005, 2.04577, 1.09676], [2.80174, -0.45400, 1.99143], [2.10746, 1.10750, 3.43797], [3.73729, 0.91235, 4.14060], [4.84160, 1.98378, 2.19866], [3.67437, 3.00796, 2.80738], [3.24307, 1.20912, 0.65894], [5.36784, 1.06686, -1.20146], [4.53660, 0.49485, -2.14266], [4.72448, 1.07758, -3.58063], [4.12436, 2.36323, -3.77057], [5.16912, 2.00093, -1.29962], [4.62661, -0.58929, -2.21086], [3.52323, 0.68903, -1.79126], [4.23051, 0.45145, -4.32363], [5.80050, 0.95781, -3.70683], [4.40908, 2.74112, -4.60588], [-0.91452, -0.08772, 1.95214], [-0.15847, 0.41588, 0.86683], [0.65311, -0.69476, 0.15205], [1.65227, -1.12356, 1.03083], [-1.70368, 0.44870, 2.05731], [-0.87639, 0.77876, 0.13129], [0.46803, 1.23464, 1.22071], [1.05994, -0.22431, -0.74309], [-0.01601, -1.49891, -0.15408], [1.22386, -1.33614, 1.86323], [-1.67734, -3.24854, -0.54158], [-1.66881, -3.33209, -1.91289], [-2.03845, -2.03189, -2.67308], [-3.39131, -1.59124, -2.57586], [-2.60021, -3.26920, -0.27801], [-0.76077, -3.76630, -2.33124], [-2.44956, -4.07306, -2.08465], [-1.87198, -2.13282, -3.74556], [-1.34376, -1.25976, -2.34243], [-3.61510, -1.29387, -3.46079], [1.26373, -2.03393, -4.06721], [1.98329, -2.46810, -2.98283], [2.64731, -3.86273, -3.11012], [3.55836, -4.02946, -4.13067], [1.71904, -2.18108, -4.89946], [2.68753, -1.65658, -2.79958], [1.28771, -2.52493, -2.14555], [1.79255, -4.53662, -3.16801], [3.07509, -3.97681, -2.11408], [4.30020, -3.45742, -3.92077], [-1.13829, 3.58363, -0.67548], [0.19631, 3.37866, -1.18664], [0.23570, 3.74614, -2.67471], [0.50126, 5.12827, -2.63743], [-1.14146, 3.50446, 0.28125], [0.94880, 3.85962, -0.56171], [0.29094, 2.30392, -1.03142], [-0.56434, 3.37379, -3.31454], [1.11574, 3.30863, -3.14611], [0.05310, 5.46447, -3.41699], [0.22909, -2.36590, 3.19077], [0.68206, -1.97571, 4.48361], [-0.45554, -2.20901, 5.54063], [-0.38289, -3.65028, 5.96459], [-0.42147, -1.69233, 2.97945], [1.55134, -2.56689, 4.77162], [0.96771, -0.93126, 4.35856], [-1.43796, -1.91876, 5.16820], [-0.17348, -1.52808, 6.34368], [-0.55538, -4.19676, 5.19439], [0.03150, 0.62663, -3.84999], [-0.44527, 0.67032, -5.22527], [0.53184, 1.42331, -6.09243], [0.32826, 1.43640, -7.51038], [0.64629, -0.09538, -3.70054], [-0.44420, -0.35356, -5.59911], [-1.43004, 1.13748, -5.23570], [1.48118, 0.93609, -5.87000], [0.68132, 2.44664, -5.74809], [1.08861, 1.83602, -7.93906], [-4.02212, 0.63900, 2.83736], [-4.30741, 2.07317, 2.83988], [-3.48003, 2.88938, 1.84619], [-2.15365, 2.91304, 2.24147], [-4.55742, 0.25184, 2.14083], [-5.34842, 2.30023, 2.60999], [-4.16238, 2.57847, 3.79473], [-3.77840, 3.93720, 1.81226], [-3.66850, 2.55179, 0.82707], [-2.07507, 3.27628, 3.12661]],
  "forces_ev_per_angstrom": [[1.83, -0.63, 0.14], [-1.42, -0.56, 0.47], [-0.39, -0.46, -0.38], [-0.10, 0.41, -0.06], [-0.36, 0.08, -0.20], [0.05, 0.31, 0.09], [-0.29, 0.27, 0.18], [0.53, -0.14, -0.46], [0.08, 0.36, 0.64], [0.15, 0.19, -0.03], [0.18, -1.32, -0.44], [1.84, 0.95, 0.94], [-0.46, 0.36, 0.81], [-0.13, 0.54, -0.50], [-0.01, -0.34, -0.57], [-0.22, 0.22, -0.13], [-0.27, 0.63, 0.50], [0.14, -0.82, -0.16], [-0.66, 0.22, -0.12], [0.17, -0.19, -0.07], [1.02, 0.20, 0.21], [-1.78, 0.47, -1.52], [-0.65, -1.01, 0.40], [0.66, -0.07, 0.99], [0.26, 0.42, 0.47], [0.54, 0.03, 0.22], [-0.62, -0.14, -0.38], [0.07, -0.66, 0.14], [0.27, 0.84, -0.47], [0.15, -0.07, -0.01], [0.07, -0.76, 0.53], [-0.58, -0.26, -1.25], [-1.21, 1.57, 0.99], [0.74, -0.32, -0.83], [-0.06, 0.17, 0.14], [0.06, 0.40, -0.22], [0.31, -0.02, -0.22], [0.45, -0.12, 0.01], [-0.04, -0.17, 0.12], [-0.37, -0.87, 0.50], [0.76, 0.75, 1.69], [-2.17, -0.28, -1.95], [0.81, -0.21, -0.31], [0.00, -0.32, 0.62], [0.08, 0.10, 0.25], [0.33, 0.34, 0.37], [-0.10, -0.22, -1.08], [0.61, -0.53, 0.01], [-0.07, 0.32, 0.18], [-0.25, 0.06, 0.20], [-1.77, 0.32, -1.73], [1.23, -0.38, 0.52], [-1.68, 1.46, 1.76], [0.23, 0.05, -0.75], [0.29, -0.19, 0.00], [0.66, -0.24, 0.67], [0.08, 0.02, 0.16], [0.37, -0.49, -0.51], [0.33, -0.48, 0.13], [0.29, -0.03, -0.16], [-0.15, 0.84, -0.38], [-1.60, -1.96, 0.00], [2.00, -0.59, 1.54], [-1.04, 0.98, -1.16], [0.18, -0.03, 0.20], [0.07, 0.41, -0.47], [0.85, -0.25, -0.50], [-0.69, 0.45, 0.55], [0.26, -0.59, 0.27], [0.16, 0.68, 0.02], [0.39, -0.55, -0.08], [-1.33, -0.07, 0.21], [2.12, -1.25, -0.72], [-0.36, 2.30, 0.13], [-0.49, 0.15, -0.50], [-0.07, 0.02, -0.13], [0.10, 0.26, 0.73], [-0.03, -0.21, -0.02], [-0.33, -0.66, 0.67], [-0.05, 0.18, -0.29], [-0.78, 1.16, -0.76], [0.45, -0.66, 0.49], [1.81, 0.76, -0.05], [-0.94, -0.58, 0.51], [0.03, -0.44, -0.58], [-0.63, -0.09, -0.13], [-0.05, -0.27, 0.16], [0.37, -0.14, -0.08], [-0.35, 0.19, 0.25], [0.04, 0.02, 0.21], [-0.06, 1.88, -0.12], [-0.40, 0.73, -0.86], [-1.17, 0.26, 0.50], [1.84, -0.80, -0.70], [-0.03, -0.13, -0.11], [-0.30, -0.54, -0.06], [0.30, -0.95, 0.54], [-0.90, 0.07, 0.24], [0.87, -0.41, -0.10], [-0.08, 0.06, 0.04]]
}



3.
{
  "formula": "C6H4F4S2",
  "method": "ωB97M-V with the def2-TZVPD basis set",
  "s_squared": 2.027,
  "total_energy_ha": -1426.6375,
  "e_homo_ev": [-5.789, -8.807],
  "multiplicity": 3,
  "lumo_energy_ha": [0.012, -0.096],
  "orbital_gap_ev": [6.1, 6.2],
  "symbols": ["C", "C", "C", "C", "C", "C", "F", "F", "F", "F", "S", "S", "H", "H", "H", "H"],
  "positions_angstrom": [[0.16000, 1.90554, -0.00238], [-0.99659, 1.41725, 0.49627], [1.04733, 1.03631, -0.72517], [-1.52515, 0.10505, 0.19246], [-0.85594, -1.06699, 0.07273], [1.40299, -0.16626, -0.22692], [-1.84767, 2.26188, 1.09121], [1.28916, 1.33955, -2.01628], [-2.78793, 0.16814, -0.30746], [2.03705, -1.08435, -0.97277], [-1.63396, -2.37867, -0.81100], [1.75940, -0.33091, 1.52449], [0.35262, 2.96632, 0.02476], [-0.11002, -1.40158, 0.75753], [-0.74251, -3.30961, -0.46393], [2.45120, -1.46168, 1.36646]],
  "forces_ev_per_angstrom": [[0.57, 0.74, 0.38], [-0.86, -1.32, -1.03], [-0.03, -1.19, -0.18], [-2.04, 5.91, 0.24], [0.91, -5.99, -1.28], [2.06, 1.48, 0.15], [-0.25, 0.04, -0.10], [-0.22, -0.28, -0.05], [0.04, -0.40, 0.98], [-0.31, -0.01, -0.18], [0.37, 0.99, 0.14], [-0.08, 0.23, 0.01], [0.16, 0.14, 0.40], [-0.48, -0.16, 0.61], [0.12, -0.05, 0.01], [0.04, -0.12, -0.10]]
}



4.
{
  "formula": "C6H4N2O",
  "method": "ωB97M-V with the def2-TZVPD basis set",
  "total_energy_ha": -415.6995,
  "smiles": "N#C[C@H]1C=CO[C@@H]1C#N",
  "e_homo_ev": -9.892,
  "multiplicity": 1,
  "lumo_energy_ha": 0.021,
  "e_above_lowest_kcal_mol": 43.1,
  "orbital_gap_ev": 10.5,
  "symbols": ["N", "C", "C", "C", "C", "O", "C", "C", "N", "H", "H", "H", "H"],
  "positions_angstrom": [[2.41056, 2.00041, 0.46299], [1.55198, 1.40400, 0.02619], [0.49518, 0.54663, -0.50594], [0.78165, -0.95331, -0.66387], [0.15499, -1.62156, 0.30587], [-0.75793, -0.95280, 1.02380], [-0.70874, 0.45012, 0.65334], [-2.04720, 0.60771, -0.02586], [-2.97525, 0.57369, -0.67132], [-0.00897, 0.95257, -1.43159], [1.51521, -1.32390, -1.34519], [0.17465, -2.73682, 0.46185], [-0.58613, 1.05325, 1.70973]],
  "forces_ev_per_angstrom": [[1.35, 1.14, 0.78], [-1.15, -1.48, -1.23], [-2.66, -0.10, 0.64], [0.27, 1.00, 1.25], [0.09, -1.76, -1.42], [0.42, 0.55, 0.95], [-0.23, 0.07, 0.82], [2.95, 0.40, 1.61], [-1.88, 0.11, -1.11], [0.89, -0.05, 1.00], [0.20, -0.22, -0.16], [-0.03, 1.48, 0.00], [-0.22, -1.15, -3.12]]
}